# C20H20F3N3O2

An isolated molecule of C20H20F3N3O2 (the ωB97M-V functional and the def2-TZVPD basis, the Open Molecules 2025 dataset).

Bonds (Å) are listed after each position.
Geometry (Å):
1 C -7.54 2.14 -0.77  C2 1.492, H29 1.089, H30 1.086, H31 1.089
2 C -6.40 1.19 -0.64  C1 1.492, C3 1.395, N28 1.326
3 C -5.15 1.59 -0.16  C2 1.395, C4 1.387, H32 1.077
4 C -4.17 0.62 -0.06  C3 1.387, C5 1.501, N25 1.332
5 C -2.79 1.02 0.36  C4 1.501, O6 1.221, N7 1.349
6 O -2.33 2.07 -0.06  C5 1.221
7 N -2.11 0.22 1.22  C5 1.349, C8 1.443, C24 1.445
8 C -2.53 -1.07 1.71  N7 1.443, C9 1.529, H33 1.088, H34 1.096
9 C -1.71 -2.16 1.01  C8 1.529, C10 1.526, H35 1.090, H36 1.091
10 C -0.22 -1.92 1.24  C9 1.526, C11 1.539, H37 1.092, H38 1.093
11 C 0.17 -0.51 0.79  C10 1.539, C12 1.516, C24 1.537, H39 1.092
12 C 1.62 -0.26 1.17  C11 1.516, O13 1.209, C14 1.491
13 O 1.93 0.06 2.29  C12 1.209
14 C 2.66 -0.45 0.11  C12 1.491, C15 1.393, C23 1.394
15 C 2.46 -1.20 -1.05  C14 1.393, C16 1.384, H40 1.078
16 C 3.48 -1.34 -1.97  C15 1.384, C17 1.384, H41 1.079
17 C 4.71 -0.74 -1.76  C16 1.384, C18 1.390, H42 1.079
18 C 4.91 0.00 -0.61  C17 1.390, C19 1.504, C23 1.384
19 C 6.26 0.62 -0.36  C18 1.504, F20 1.338, F21 1.348, F22 1.343
20 F 6.21 1.67 0.47  C19 1.338
21 F 7.12 -0.26 0.18  C19 1.348
22 F 6.84 1.05 -1.50  C19 1.343
23 C 3.90 0.14 0.33  C14 1.394, C18 1.384, H43 1.080
24 C -0.73 0.52 1.50  N7 1.445, C11 1.537, H44 1.092, H45 1.094
25 N -4.40 -0.64 -0.43  C4 1.332, C26 1.325
26 C -5.61 -0.93 -0.89  N25 1.325, C27 1.492, N28 1.326
27 C -5.86 -2.33 -1.33  C26 1.492, H46 1.086, H47 1.089, H48 1.086
28 N -6.61 -0.07 -1.00  C2 1.326, C26 1.326
29 H -7.26 2.96 -1.44  C1 1.089
30 H -8.41 1.62 -1.16  C1 1.086
31 H -7.78 2.57 0.20  C1 1.089
32 H -4.95 2.61 0.13  C3 1.077
33 H -3.59 -1.22 1.53  C8 1.088
34 H -2.34 -1.10 2.79  C8 1.096
35 H -2.00 -3.14 1.40  C9 1.090
36 H -1.94 -2.13 -0.06  C9 1.091
37 H 0.37 -2.67 0.71  C10 1.092
38 H 0.00 -2.02 2.31  C10 1.093
39 H 0.03 -0.41 -0.29  C11 1.092
40 H 1.51 -1.69 -1.23  C15 1.078
41 H 3.31 -1.93 -2.87  C16 1.079
42 H 5.50 -0.85 -2.49  C17 1.079
43 H 4.06 0.70 1.24  C23 1.080
44 H -0.51 1.53 1.13  C24 1.092
45 H -0.55 0.48 2.57  C24 1.094
46 H -5.10 -2.99 -0.92  C27 1.086
47 H -5.82 -2.38 -2.42  C27 1.089
48 H -6.85 -2.65 -1.01  C27 1.086

- calculated total energy (Ha) = -1388.5449
- spin multiplicity = 1
- max |F| (eV Å⁻¹) = 0.8
- HOMO level (eV) = -9.28
- energy relative to the best compared isomer or geometry (same formula, charge and spin) (kcal/mol) = 0.00
- SMILES string = Cc1cc(C(=O)N2CCC[C@H](C(=O)c3cccc(C(F)(F)F)c3)C2)nc(C)n1
- frontier orbital gap (hartree) = 0.33747
- charge = 0

For each atom in turn, the Löwdin charge in e is: number 1, C, carries -0.03; number 2, C, carries -0.30; number 3, C, carries 0.06; number 4, C, carries -0.16; number 5, C, carries -0.40; number 6, O, carries 0.07; number 7, N, carries -0.03; number 8, C, carries -0.15; number 9, C, carries -0.16; number 10, C, carries -0.14; number 11, C, carries -0.22; number 12, C, carries -0.32; number 13, O, carries 0.12; number 14, C, carries -0.12; number 15, C, carries -0.01; number 16, C, carries -0.05; number 17, C, carries 0.00; number 18, C, carries -0.10; number 19, C, carries -0.59; number 20, F, carries 0.15; number 21, F, carries 0.14; number 22, F, carries 0.14; number 23, C, carries 0.06; number 24, C, carries -0.09; number 25, N, carries 0.16; number 26, C, carries -0.38; number 27, C, carries -0.02; number 28, N, carries 0.16; number 29, H, carries 0.09; number 30, H, carries 0.08; number 31, H, carries 0.08; number 32, H, carries 0.13; number 33, H, carries 0.11; number 34, H, carries 0.13; number 35, H, carries 0.11; number 36, H, carries 0.11; number 37, H, carries 0.12; number 38, H, carries 0.13; number 39, H, carries 0.15; number 40, H, carries 0.11; number 41, H, carries 0.11; number 42, H, carries 0.12; number 43, H, carries 0.13; number 44, H, carries 0.13; number 45, H, carries 0.14; number 46, H, carries 0.07; number 47, H, carries 0.08; number 48, H, carries 0.08